Entry 1:
Computed, not measured: a structure of composition C58H41N5O2W at a distorted geometry, with ωB97M-V with the def2-TZVPD basis set.

Calculated values
Highest occupied orbital energy (spin up / spin down) = -12.52 / -12.52 eV
LUMO (spin up / spin down) = -7.25 / -7.25 eV
Multiplicity = 1
Frontier orbital gap (spin up / spin down) = 5.27 / 5.27 eV
Charge = +2

```
107
Properties=species:S:1:pos:R:3:forces:R:3
W 0.21294 0.18263 0.30328 0.769 -0.438 -0.090
C 7.78483 -0.02166 -0.33035 0.015 -0.016 0.007
C 7.30040 -1.15309 0.31550 -0.074 0.027 -0.018
C 5.93508 -1.30430 0.52566 0.007 -0.020 0.008
C 5.05167 -0.31944 0.08816 -0.064 -0.062 0.020
C 5.53860 0.80770 -0.56536 -0.017 0.077 -0.028
C 6.90395 0.95745 -0.77041 0.008 0.024 -0.002
C 3.57817 -0.47373 0.27956 0.132 -0.109 -0.462
C 3.02439 -0.31972 1.52645 0.367 0.116 0.371
C 3.80354 -0.16425 2.72155 0.219 -0.102 -0.378
C 2.93883 -0.04692 3.74233 -0.215 0.058 0.333
C 1.62211 -0.06368 3.17905 -0.489 0.553 0.930
N 1.67396 -0.27015 1.83024 -0.612 -0.090 -0.549
C 0.47938 0.33131 3.89716 1.555 -0.156 0.267
C -0.72746 0.45648 3.28897 -0.994 0.130 0.011
C -1.92463 0.88649 3.94939 0.374 0.055 0.238
C -2.94121 0.72787 3.08538 -0.342 -0.098 -0.282
C -2.40215 0.14048 1.90029 -0.960 -0.150 -0.479
C -3.17959 -0.38536 0.86793 -0.059 0.431 0.841
C -4.66304 -0.35881 0.98836 0.029 0.060 0.009
C -5.43016 0.21881 -0.02071 -0.023 0.095 -0.056
C -6.81511 0.23531 0.06929 -0.013 0.008 0.019
C -7.44484 -0.34607 1.16295 -0.019 -0.009 -0.008
C -6.68574 -0.94408 2.16257 -0.077 0.022 -0.017
C -5.30169 -0.94610 2.07935 0.035 -0.095 0.056
C -2.62685 -1.05616 -0.20034 -0.437 -0.330 -0.256
N -1.29006 -1.10996 -0.50480 0.524 0.607 0.619
C -1.20158 -2.01409 -1.54740 0.614 -0.500 -0.734
C -0.03502 -2.40431 -2.20911 -1.168 -0.214 -0.147
C -0.09522 -3.41626 -3.29995 -0.097 -0.065 -0.022
C 0.65548 -4.58736 -3.17512 -0.029 -0.051 0.050
C 0.60730 -5.56031 -4.16437 0.006 0.015 0.028
C -0.17963 -5.36671 -5.29289 0.016 -0.024 0.004
C -0.91989 -4.19936 -5.42945 -0.004 -0.007 -0.030
C -0.88536 -3.23234 -4.43578 0.059 0.136 -0.015
C 1.18954 -1.90106 -1.87496 0.897 0.214 -0.348
C 2.38280 -2.08593 -2.64495 -0.312 -0.181 -0.182
C 3.38126 -1.44120 -2.00345 0.254 0.130 0.196
C 2.82104 -0.91173 -0.80541 0.510 0.076 0.288
N 1.45887 -1.14431 -0.75659 -0.169 0.291 -0.023
C -2.48515 -2.51711 -1.87608 -0.005 -0.185 -0.161
C -3.37342 -1.90366 -1.06575 -0.292 0.053 0.176
N -1.02633 0.04680 1.99275 0.399 0.047 -0.604
C 0.60217 0.65109 5.35324 0.154 -0.174 -0.006
C 0.37570 1.94113 5.82502 0.069 0.155 -0.098
C 0.49778 2.22410 7.17882 -0.016 0.063 -0.040
C 0.84253 1.22070 8.07241 0.023 -0.032 0.065
C 1.06999 -0.06905 7.61079 0.017 -0.041 -0.046
C 0.95839 -0.35273 6.25599 -0.137 -0.047 -0.056
H 8.85049 0.09563 -0.49298 -0.100 -0.012 0.019
H 7.98446 -1.92165 0.65236 -0.024 0.028 -0.010
H 5.55166 -2.19294 1.02109 0.055 0.104 -0.053
H 4.84655 1.57344 -0.91000 0.089 -0.089 0.041
H 7.28104 1.84149 -1.27099 -0.026 -0.060 0.023
H 4.88492 -0.16122 2.75661 -0.188 0.002 -0.038
H 3.16592 0.09680 4.78837 -0.090 -0.038 -0.110
H -1.98757 1.23102 4.97194 0.119 -0.049 -0.156
H -3.98563 0.94420 3.25815 0.128 -0.077 -0.079
H -4.93737 0.65107 -0.88710 -0.079 -0.103 0.110
H -7.40307 0.69820 -0.71573 0.047 -0.048 0.070
H -8.52749 -0.34162 1.23095 0.118 -0.002 0.000
H -7.17511 -1.41611 3.00665 0.039 0.036 -0.061
H -4.71411 -1.43248 2.85288 -0.061 0.048 -0.082
H 1.25954 -4.74569 -2.28514 -0.072 0.006 -0.118
H 1.18197 -6.47291 -4.05053 -0.056 0.087 -0.009
H -0.21652 -6.12590 -6.06570 0.010 0.062 0.060
H -1.52502 -4.04034 -6.31510 0.044 -0.016 0.079
H -1.45428 -2.31511 -4.55378 0.017 -0.118 0.041
H 2.45111 -2.64717 -3.56825 -0.087 0.096 0.179
H 4.42531 -1.38362 -2.28543 -0.177 0.011 0.126
H -2.68227 -3.27590 -2.61718 0.046 0.072 0.077
H -4.44079 -2.06427 -1.00996 0.161 0.038 0.014
H 0.13307 2.73763 5.12588 -0.010 -0.088 0.080
H 0.32894 3.23394 7.53473 0.016 -0.072 -0.037
H 0.93945 1.44385 9.12900 -0.023 -0.022 -0.093
H 1.33267 -0.85802 8.30660 -0.018 0.065 -0.070
H 1.11768 -1.36533 5.89680 0.020 0.083 0.042
C 1.22832 1.35977 -2.72117 0.098 -0.067 0.057
O 0.08701 0.85367 -1.98155 0.067 -0.142 0.636
C -1.10060 0.88029 -2.71523 -0.098 -0.121 -0.095
C -1.10887 0.34834 -3.99170 -0.077 -0.134 -0.364
C -2.26320 0.37026 -4.75512 0.091 0.004 -0.031
C -3.42064 0.92966 -4.22041 -0.035 0.051 0.050
C -3.41129 1.43345 -2.93547 -0.050 0.085 0.024
C -2.25024 1.40987 -2.14502 -0.278 0.081 -0.178
N -2.30101 1.83793 -0.83836 0.110 0.100 -0.044
C -1.16817 2.00969 -0.01117 -0.386 0.212 -0.633
C -0.25930 3.12274 -0.47217 -0.352 -0.234 0.040
C -0.65268 4.31304 -1.05451 -0.142 0.263 -0.311
C 0.30613 5.28264 -1.33631 -0.155 -0.070 0.022
C 1.64461 5.06200 -1.02222 0.096 -0.046 0.030
C 2.04439 3.86366 -0.44623 0.409 0.184 0.011
C 1.06842 2.92207 -0.20621 0.348 -0.151 -0.060
O 1.34236 1.67730 0.29413 -0.018 0.114 0.505
H 2.03569 1.50082 -2.01821 0.135 -0.040 0.090
H 0.95486 2.30855 -3.17128 -0.038 0.089 -0.043
H 1.52715 0.64080 -3.47392 0.035 -0.090 -0.074
H -0.20141 -0.08898 -4.39511 -0.109 0.046 0.020
H -2.25431 -0.02821 -5.76392 -0.006 0.046 0.116
H -4.32907 0.98182 -4.81161 0.108 -0.025 0.084
H -4.31138 1.88237 -2.51956 0.135 -0.050 -0.095
H -3.17739 2.21193 -0.52473 -0.183 -0.081 0.130
H -1.54446 2.28780 0.95946 0.016 -0.111 0.613
H -1.69753 4.49093 -1.29115 0.104 -0.012 0.035
H 0.00520 6.22161 -1.78777 0.030 -0.094 0.064
H 2.38245 5.82654 -1.23051 -0.040 -0.033 0.008
H 3.08285 3.66332 -0.19634 -0.145 0.032 -0.053
```
Positions in Å, forces in eV/Å.

Entry 2:
Computed, not measured: a structure of composition C16H53N3O11 at a distorted geometry, with ωB97M-V with the def2-TZVPD basis set.

Calculated values
Highest occupied orbital energy = -8.01 eV
LUMO = 0.10 eV
Multiplicity = 1
Frontier orbital gap = 8.12 eV
Charge = 0

```
83
Properties=species:S:1:pos:R:3:forces:R:3
C -0.82579 1.95034 3.20098 0.914 -2.456 1.914
C 0.06889 1.06439 2.41052 0.435 -2.303 1.312
C 1.12500 0.31457 3.30323 1.120 2.074 -0.512
O 2.21788 1.21973 3.60050 -1.297 1.381 0.331
C 3.12017 1.60701 2.56024 0.876 -1.430 1.905
N -0.82981 0.19900 1.70456 -0.501 -3.082 2.880
H -1.37439 2.62423 2.54296 -2.001 -2.435 0.124
H -0.10391 2.66644 3.59363 0.598 -3.229 3.533
H -1.36444 1.45331 4.00779 -0.234 -0.137 -0.306
H 0.61747 1.62180 1.65127 0.075 -0.035 0.406
H 1.59991 -0.52273 2.79189 -1.524 2.565 1.629
H 0.80106 -0.00486 4.29375 -0.537 0.113 -0.085
H 2.87711 2.12347 1.63164 -0.929 -0.287 0.086
H 3.61109 0.64095 2.44269 0.809 0.351 -1.301
H 3.81380 2.25165 3.10006 0.129 0.070 -0.212
H -1.29509 -0.48659 2.28212 -0.375 0.363 0.972
H -0.37973 -0.40213 1.02917 -0.412 0.767 1.756
C -0.86534 -4.65157 -0.18959 1.061 -0.148 0.738
C 0.10730 -3.47583 0.14920 -0.270 -1.671 0.530
C 1.31996 -3.88761 1.00559 -1.154 1.154 -0.184
O 2.28985 -2.79783 1.06932 -0.339 -1.451 -0.168
C 1.97275 -1.90007 2.14717 -0.032 -2.329 -1.436
N 0.64381 -2.84650 -1.09715 6.410 -3.366 3.350
H -1.71885 -4.27899 -0.75598 0.051 -0.171 1.269
H -1.19186 -5.31727 0.60936 0.239 0.542 0.648
H -0.32057 -5.26070 -0.91091 -0.187 -0.312 0.449
H -0.49987 -2.72701 0.65784 0.441 -0.261 0.312
H 1.68442 -4.78156 0.49950 0.766 0.074 0.538
H 0.86584 -4.04492 1.98392 0.636 -0.599 0.314
H 2.71616 -1.10794 2.23655 0.831 -1.152 -0.427
H 1.83967 -2.52698 3.02886 0.245 0.515 0.478
H 1.05598 -1.36617 1.89702 0.276 -1.403 0.185
H 0.77538 -3.56080 -1.79896 0.480 -0.779 -0.177
H 1.59115 -2.59975 -0.84860 0.749 0.144 -0.283
C -0.38682 6.42538 2.03867 -0.486 -0.798 -1.705
C -0.55376 4.88501 1.71511 0.128 1.945 2.530
C 0.38124 4.26213 0.73691 0.263 -0.160 0.036
O -0.21962 3.03214 0.27472 6.235 2.800 -3.228
C 0.69331 2.21650 -0.58796 -0.296 1.453 0.363
N -0.38221 4.21164 2.99124 0.974 4.510 -1.289
H -1.15546 6.71941 2.75338 0.208 -0.211 0.273
H -0.67905 6.93994 1.12328 0.256 0.464 -0.153
H 0.59847 6.76389 2.35916 -0.027 -0.341 0.057
H -1.59282 4.79999 1.39694 -0.092 -0.229 -0.663
H 1.29884 3.89418 1.19596 0.280 0.647 0.444
H 0.63778 5.05152 0.03040 -0.075 -0.583 -1.019
H 1.66369 2.07607 -0.11178 -0.164 -0.221 0.455
H 0.96066 2.67313 -1.54091 -0.532 0.586 -0.061
H 0.17050 1.28288 -0.79564 1.260 2.189 0.468
H -0.43857 3.21216 2.85716 0.478 4.533 -1.733
H -1.18599 4.45386 3.55283 -0.115 -0.162 0.469
C 0.30702 -2.01584 -4.75815 -0.447 2.242 3.263
C 0.75833 -0.90415 -3.60154 -0.304 -1.512 -0.679
O 0.26286 0.46586 -3.73046 0.296 -1.325 -0.189
O 0.94367 -1.73996 -5.92267 1.411 0.056 -1.953
H -0.76490 -2.02170 -4.95575 -0.311 0.090 0.601
H 0.56445 -2.98981 -4.34199 0.259 -0.031 -0.291
H 1.84462 -0.93729 -3.51791 0.348 0.414 -0.825
H 0.48718 -1.26980 -2.61117 -0.278 0.396 -1.055
H 0.52949 0.79987 -4.59008 0.141 0.133 -0.061
H 0.52112 -0.98761 -6.34342 -0.008 -0.083 -0.119
C -1.41539 -1.40036 -1.01593 -1.029 -0.105 -0.781
C -0.38267 -0.34211 -0.71472 0.067 -1.307 -0.992
O 0.64461 -0.79199 0.28048 0.729 1.411 -4.252
O -1.05058 -2.28500 -2.08213 -3.813 7.438 0.421
H -2.27068 -0.85239 -1.41131 0.548 0.039 1.300
H -1.77839 -2.01513 -0.19229 0.068 0.503 0.235
H -0.90964 0.56311 -0.41310 -0.834 -1.131 1.139
H 0.06020 0.09514 -1.60958 0.313 -1.476 -0.140
H 0.78204 -1.72893 0.12285 0.217 1.186 -0.100
H -0.47983 -2.89441 -1.60836 -0.396 1.749 -0.097
O -1.97916 1.88803 0.70610 -5.277 0.670 -1.683
H -1.53238 1.27989 1.29499 -0.810 -1.005 -0.123
H -1.28461 2.46035 0.38008 -1.794 0.102 -0.021
O -3.21375 -2.22331 -3.01556 -1.963 -0.379 -0.772
H -2.66150 -2.16146 -3.79494 0.099 0.000 -0.020
H -2.78469 -1.65936 -2.37205 -0.442 -0.236 -0.689
O -1.06603 -4.31673 -2.49790 0.410 -5.575 -3.986
H -1.96692 -4.63967 -2.47870 -0.094 -0.257 -0.440
H -1.15173 -3.36411 -2.46047 -2.375 -0.943 -2.195
O -2.27327 0.44942 -2.51048 -0.685 1.218 -0.840
H -1.49112 0.71139 -2.99611 0.653 0.070 -0.416
H -3.00352 0.73912 -3.05732 -0.347 0.150 -0.054
```
Positions in Å, forces in eV/Å.

Entry 3:
Computed, not measured: a cluster of 7 separate species, C25H48ClNO20 in total at a distorted geometry, with ωB97M-V with the def2-TZVPD basis set.

Calculated values
Highest occupied orbital energy = 1.99 eV
LUMO = 2.96 eV
Multiplicity = 1
Frontier orbital gap = 0.97 eV
Charge = -2

```
95
Properties=species:S:1:pos:R:3:forces:R:3
O 5.11366 3.05227 -3.81753 0.181 -0.092 0.430
C 5.18285 4.29345 -3.54568 -0.672 0.297 -1.576
O 6.14209 5.04642 -3.91973 -0.136 -0.361 1.052
N 4.04010 4.95719 -2.91761 0.872 0.151 0.035
Cl 2.65419 4.68979 -3.99211 -0.303 -0.252 0.121
C -0.98234 -0.90610 -2.74679 0.068 0.112 -0.188
C 0.08435 -1.44714 -1.81657 -0.534 -0.120 0.199
O 1.25704 -1.83467 -2.53487 0.053 -0.021 0.064
C 2.03334 -0.77063 -2.84883 0.252 0.126 -0.054
O 1.79520 0.35922 -2.53559 -0.074 0.011 0.043
O 3.08301 -1.19509 -3.53838 0.012 -0.184 -0.048
C 3.96815 -0.12564 -3.96299 0.322 0.297 -0.094
H -1.19707 -1.62758 -3.53786 -0.058 -0.073 0.077
H -1.90150 -0.69701 -2.19665 0.005 -0.015 0.019
H -0.64877 0.01463 -3.22381 0.008 0.042 0.097
H -0.28440 -2.34516 -1.31813 0.172 -0.127 -0.083
H 0.33984 -0.72095 -1.04507 0.072 0.056 -0.099
H 4.26955 0.50831 -3.13303 -0.168 0.190 -0.073
H 3.48535 0.47868 -4.72772 -0.034 0.185 0.174
H 4.85377 -0.59613 -4.38448 -0.095 -0.205 0.046
C -6.68790 1.42867 1.38362 0.145 0.112 0.140
C -6.00653 0.61588 0.30227 -0.352 -0.079 0.042
O -4.71555 1.14048 -0.01593 -0.035 -0.058 -0.077
C -3.74138 0.81642 0.84153 0.148 0.132 -0.056
O -3.86955 0.12140 1.81833 -0.062 -0.041 0.051
O -2.62273 1.39478 0.42985 -0.051 -0.090 0.002
C -1.49368 1.18447 1.28719 0.401 0.010 0.106
H -6.71847 2.48264 1.10419 -0.075 -0.023 -0.073
H -7.70743 1.07452 1.54233 -0.003 -0.005 -0.035
H -6.14603 1.35395 2.32583 -0.005 -0.085 -0.008
H -6.57996 0.66774 -0.62216 0.144 0.082 -0.087
H -5.92781 -0.43446 0.58294 0.124 0.028 0.081
H -1.34055 0.12509 1.48244 -0.142 -0.018 0.029
H -1.63191 1.72265 2.22354 -0.027 -0.056 0.026
H -0.61832 1.57655 0.77798 -0.144 0.115 -0.149
C 5.07471 -2.28080 -7.42378 0.113 0.065 -0.253
C 3.66569 -1.74424 -7.29440 0.102 -0.301 0.372
O 3.45620 -0.62180 -8.16461 -0.124 -0.002 -0.072
C 3.22545 -0.91241 -9.43422 0.086 0.037 0.184
O 3.15450 -2.01528 -9.92179 -0.028 -0.015 -0.082
O 3.08220 0.23535 -10.10235 -0.048 0.013 -0.074
C 2.88837 0.08034 -11.50315 -0.046 0.098 -0.146
H 5.79890 -1.48071 -7.26673 -0.033 0.000 0.139
H 5.24974 -3.06748 -6.68943 -0.025 0.032 0.042
H 5.24777 -2.69134 -8.41930 -0.068 -0.059 0.016
H 3.49651 -1.37441 -6.28697 -0.033 0.207 -0.080
H 2.92006 -2.51527 -7.48868 0.009 0.036 -0.189
H 2.06925 -0.60500 -11.71378 0.059 -0.081 0.020
H 3.80461 -0.27465 -11.97485 -0.041 -0.100 -0.006
H 2.64272 1.06434 -11.89338 0.036 0.055 0.124
C -4.67744 -6.69044 -0.03956 0.098 0.077 -0.218
C -3.58560 -7.21783 0.86707 -0.364 0.052 0.185
O -2.42789 -7.61679 0.12247 0.041 -0.073 0.067
C -1.63118 -6.61367 -0.26052 0.018 -0.041 -0.077
O -1.79931 -5.44897 -0.01694 -0.015 0.041 0.027
O -0.62327 -7.13034 -0.95969 0.022 -0.021 0.036
C 0.28168 -6.15370 -1.49039 0.247 0.119 -0.151
H -4.90885 -7.41782 -0.81920 -0.053 -0.061 0.076
H -5.58224 -6.48500 0.53309 0.008 -0.023 0.024
H -4.36466 -5.76996 -0.53082 0.011 0.037 0.083
H -3.92613 -8.11521 1.38182 0.143 -0.103 -0.085
H -3.31071 -6.48626 1.62640 0.099 0.070 -0.104
H 0.64039 -5.48308 -0.71354 -0.122 0.045 0.018
H -0.20134 -5.58559 -2.28321 -0.027 0.087 0.081
H 1.12575 -6.69646 -1.90534 -0.093 -0.155 0.025
C 3.08597 3.51316 5.46778 0.095 0.008 -0.219
C 1.72679 4.17265 5.56804 0.115 -0.220 0.308
O 1.59632 5.25330 4.63763 -0.119 0.022 0.131
C 1.32404 4.87888 3.38067 0.151 0.230 -0.310
O 1.16866 3.74667 3.00568 -0.146 -0.192 0.106
O 1.26679 5.96637 2.62325 -0.084 -0.058 0.136
C 1.06424 5.70344 1.22086 0.044 0.036 -0.337
H 3.87762 4.25648 5.57175 -0.022 0.007 0.100
H 3.20136 2.75901 6.24719 -0.027 0.018 0.029
H 3.21485 3.03180 4.49923 -0.066 -0.036 0.013
H 1.59846 4.61398 6.55574 -0.031 0.177 -0.076
H 0.92275 3.45091 5.42416 0.017 0.007 -0.147
H 0.19787 5.06468 1.06670 0.041 -0.073 0.073
H 1.95147 5.24611 0.78784 -0.034 -0.066 -0.014
H 0.89192 6.66436 0.74671 0.065 0.059 0.125
C -2.32662 0.74560 6.48244 0.103 -0.159 0.202
C -2.54345 2.09088 7.14021 -0.019 -0.013 -0.463
O -2.67870 1.96999 8.56877 -0.040 0.100 0.056
C -1.53903 1.82881 9.23830 -0.112 -0.089 -0.118
O -0.43291 1.80988 8.76724 0.091 0.030 0.053
O -1.83361 1.69927 10.53655 0.000 0.036 0.046
C -0.69725 1.47305 11.36982 0.071 -0.006 0.194
H -3.11505 0.04910 6.77124 -0.076 0.054 -0.080
H -2.32640 0.84810 5.39748 -0.030 0.026 -0.002
H -1.37522 0.31064 6.78718 0.042 0.074 -0.042
H -3.47747 2.53051 6.79582 -0.069 0.005 0.196
H -1.74263 2.78846 6.89791 0.084 -0.049 0.134
H 0.06660 2.23010 11.20546 0.026 -0.044 -0.090
H -0.28678 0.48082 11.18667 0.077 0.044 -0.068
H -1.04710 1.53286 12.39700 -0.130 0.004 -0.049
```
Positions in Å, forces in eV/Å.